Arrangement 1

DFT (ωB97M-V with the def2-TZVPD basis set) results for 2 unconnected molecules or ions with the total composition C5H8N2O3.

Element x y z (Å)
N: 1.684 -0.332 -2.054
C: 1.020 0.454 -1.106
O: 1.316 1.637 -0.908
C: 0.509 -0.373 0.106
O: 0.895 -1.503 0.294
C: -0.468 0.352 0.991
C: -0.779 -0.405 2.282
C: -1.686 0.338 3.162
N: -2.411 0.910 3.857
H: 2.254 0.161 -2.745
H: 2.060 -1.223 -1.750
H: -0.050 1.349 1.198
H: -1.379 0.532 0.401
H: -1.242 -1.377 2.060
H: 0.145 -0.611 2.842
H: 0.186 -0.167 -3.179
O: -0.692 0.456 -2.838
H: -1.362 -0.199 -2.614

Output
E_HOMO ... -10.218 eV
SMILES ... N#CCCC(=O)C(N)=O.O

Arrangement 2

DFT (ωB97M-V with the def2-TZVPD basis set) results for 2 unconnected molecules or ions with the total composition C5H8N2O3.

Element x y z (Å)
C: 1.163 4.376 -0.948
N: 0.768 3.002 -0.701
C: 1.330 2.276 0.166
O: 0.897 1.038 0.469
C: -0.340 0.624 -0.061
C: -0.700 -0.696 0.498
N: -1.000 -1.484 1.327
C: 2.446 2.638 1.127
O: 3.188 3.567 0.953
H: 0.447 4.827 -1.645
H: 1.179 4.973 -0.025
H: 2.166 4.426 -1.394
H: -1.137 1.344 0.187
H: -0.286 0.544 -1.159
H: 2.454 2.036 2.059
O: 0.340 -2.859 -0.453
H: 1.189 -2.384 -0.410
H: -0.145 -2.927 0.539

Output
E_HOMO ... -10.139 eV
SMILES ... C/N=C(\C=O)OCC#N.O

According to the calculations, the structures order from most to least stable as arrangement 1, arrangement 2.

Arrangement 1

DFT (ωB97M-V with the def2-TZVPD basis set) results for a single C23H26FN3O2 molecule.

Element x y z (Å)
C: 7.930 1.199 -0.145
H: 7.899 0.708 -1.123
O: 6.757 1.938 0.099
C: 5.569 1.278 0.139
C: 5.406 -0.092 -0.043
C: 4.146 -0.655 0.023
C: 3.027 0.133 0.269
C: 3.186 1.506 0.445
C: 4.442 2.066 0.382
H: 4.580 3.127 0.517
H: 2.334 2.142 0.625
N: 1.771 -0.478 0.326
C: 0.583 0.063 0.691
C: -0.368 -0.927 0.602
C: 0.354 -2.068 0.165
N: 1.634 -1.762 0.005
C: -0.122 -3.415 -0.115
C: -1.196 -3.966 0.580
C: -1.607 -5.247 0.267
C: -0.990 -6.009 -0.706
C: 0.090 -5.460 -1.380
C: 0.520 -4.180 -1.090
H: 1.360 -3.748 -1.610
H: 0.594 -6.040 -2.139
H: -1.346 -7.005 -0.918
F: -2.652 -5.774 0.946
H: -1.692 -3.428 1.371
C: -1.829 -0.768 0.862
N: -2.253 0.596 0.591
C: -3.551 0.895 1.163
C: -3.865 2.379 1.012
C: -3.854 2.775 -0.469
C: -2.510 2.365 -1.068
C: -2.254 0.883 -0.831
H: -1.279 0.608 -1.240
H: -3.024 0.286 -1.356
H: -1.730 2.956 -0.588
H: -2.501 2.585 -2.135
O: -4.002 4.167 -0.676
C: -5.296 4.665 -0.454
H: -5.574 4.636 0.605
H: -5.286 5.700 -0.790
H: -6.042 4.103 -1.030
H: -4.669 2.242 -0.990
H: -3.107 2.967 1.531
H: -4.838 2.587 1.461
H: -3.529 0.637 2.225
H: -4.352 0.300 0.682
H: -2.033 -0.976 1.919
H: -2.397 -1.499 0.257
H: 0.463 1.083 0.986
H: 4.008 -1.715 -0.115
H: 6.252 -0.733 -0.234
H: 8.742 1.924 -0.132
H: 8.102 0.449 0.634

Output
E_HOMO ... -7.851 eV
SMILES ... COc1ccc(-n2cc(CN3CCC(OC)CC3)c(-c3cccc(F)c3)n2)cc1

Arrangement 2

DFT (ωB97M-V with the def2-TZVPD basis set) results for a single C23H26FN3O2 molecule.

Element x y z (Å)
C: -7.323 -2.859 -0.155
H: -8.404 -2.821 -0.282
O: -6.883 -1.526 -0.243
C: -5.554 -1.268 -0.115
C: -4.570 -2.226 0.100
C: -3.242 -1.851 0.216
C: -2.876 -0.515 0.121
C: -3.863 0.447 -0.099
C: -5.181 0.076 -0.215
H: -5.952 0.810 -0.385
H: -3.565 1.480 -0.178
N: -1.546 -0.100 0.235
C: -0.453 -0.830 0.567
C: 0.634 0.012 0.544
C: 0.091 1.274 0.177
N: -1.219 1.170 0.008
C: 0.758 2.556 0.012
C: 0.036 3.728 0.236
C: 0.670 4.942 0.085
C: 2.000 5.041 -0.284
C: 2.704 3.872 -0.518
C: 2.094 2.639 -0.376
H: 2.640 1.732 -0.586
H: 3.739 3.927 -0.819
H: 2.459 6.012 -0.388
F: -0.030 6.078 0.309
H: -1.001 3.679 0.523
C: 2.039 -0.347 0.900
N: 2.893 -0.432 -0.280
C: 4.306 -0.533 0.025
C: 4.736 -1.920 0.523
C: 4.355 -2.965 -0.531
C: 2.847 -2.878 -0.793
C: 2.497 -1.450 -1.233
H: 1.422 -1.360 -1.405
H: 3.011 -1.230 -2.175
H: 2.293 -3.125 0.115
H: 2.563 -3.588 -1.571
O: 4.824 -4.274 -0.252
C: 4.349 -4.897 0.915
H: 4.636 -4.352 1.821
H: 3.261 -5.026 0.902
H: 4.819 -5.879 0.933
H: 4.881 -2.722 -1.464
H: 4.235 -2.136 1.468
H: 5.813 -1.938 0.693
H: 4.558 0.228 0.769
H: 4.853 -0.301 -0.896
H: 2.017 -1.284 1.480
H: 2.454 0.437 1.541
H: -0.506 -1.871 0.812
H: -2.502 -2.618 0.374
H: -4.820 -3.272 0.178
H: -6.889 -3.480 -0.945
H: -7.091 -3.296 0.822

Output
E_HOMO ... -7.892 eV
SMILES ... COc1ccc(-n2cc(CN3CCC(OC)CC3)c(-c3cccc(F)c3)n2)cc1

According to the calculations, the structures order from most to least stable as arrangement 1, arrangement 2.